Record 1
13
Properties=species:S:1:pos:R:3 method="wB97M-V/def2-TZVPD" gap_ev="5.58 / 8.82" e_homo_ev="-4.72 / -10.70" spin_multiplicity=3 s2=2.01 e_above_lowest_kj_mol=149.5 mol_weight_da=89.094 lumo_energy_ev="0.857 / -1.879"
C -0.86 0.03 -1.79
C -0.59 -0.21 1.48
C 1.12 -0.26 -0.10
N 0.12 0.64 -1.34
O 1.79 0.74 0.54
O 0.24 -1.06 0.56
H -1.56 0.64 -2.31
H -1.21 -0.92 -1.61
H 0.10 0.33 2.10
H -1.17 -1.02 2.07
H -1.49 0.36 1.00
H 1.85 -0.84 -0.67
H 1.65 1.58 0.08

Record 2
14
Properties=species:S:1:pos:R:3 method="wB97M-V/def2-TZVPD" gap_ev=8.46 total_charge=-1 e_homo_ev=-4.36 e_above_lowest_kj_mol=81.5 mol_weight_da=120.068 lumo_energy_ev=4.102
C 1.05 -0.28 0.34
C 0.66 0.97 -0.33
C 0.13 -1.35 -0.16
N -0.66 1.44 0.05
O -2.30 -0.17 -1.38
O -2.31 -0.23 1.22
P -1.57 -0.03 -0.07
H 2.14 -0.50 0.27
H 0.69 -0.10 1.34
H 1.46 1.73 -0.29
H 0.66 0.56 -1.37
H 0.49 -1.54 -1.20
H 0.07 -2.16 0.48
H -0.50 1.66 1.10

Record 3
14
Properties=species:S:1:pos:R:3 method="wB97M-V/def2-TZVPD" gap_ev=9.25 e_homo_ev=-9.05 e_above_lowest_kj_mol=423.1 mol_weight_da=121.161 lumo_energy_ev=0.195
C 1.75 -0.96 0.56
C 1.07 0.29 -0.35
C -1.49 0.79 0.18
N -0.41 0.48 -0.75
O -1.06 0.20 1.41
O -2.64 0.21 -0.34
S 0.06 -1.25 1.45
H 2.07 -1.86 -0.09
H 2.60 -0.65 1.19
H 1.30 1.14 0.24
H 1.40 0.06 -1.35
H -1.55 1.80 0.31
H -0.69 -0.44 -1.16
H -2.42 0.18 -1.29

Record 4
14
Properties=species:S:1:pos:R:3 method="wB97M-V/def2-TZVPD" gap_ev=8.73 e_homo_ev=-8.68 e_above_lowest_kj_mol=507.1 mol_weight_da=121.161 lumo_energy_ev=0.048
C 1.71 0.72 0.66
C -0.60 -0.59 1.00
C -0.14 0.54 -1.28
N 0.00 0.49 0.17
O 2.57 1.23 -0.28
O 2.36 -1.41 -0.73
S 2.96 -0.41 0.19
H 1.42 1.42 1.47
H -0.14 -0.41 2.05
H -1.73 -0.44 0.98
H -0.23 -1.73 0.83
H 0.82 1.05 -1.48
H -0.27 -0.36 -1.93
H -1.03 1.14 -1.44

Record 5
14
Properties=species:S:1:pos:R:3 method="wB97M-V/def2-TZVPD" gap_ev=10.65 e_homo_ev=-10.03 e_above_lowest_kj_mol=485.4 mol_weight_da=121.161 lumo_energy_ev=0.616
C 0.34 -0.76 -0.89
C -0.52 -1.03 -1.85
C -0.05 1.54 1.53
N -0.50 1.50 0.14
O -2.23 0.58 -1.41
O -1.90 -0.56 0.81
S -1.51 0.41 -0.15
H 0.51 -1.41 -0.10
H 0.75 0.17 -1.09
H -0.70 -0.39 -2.73
H -1.00 -1.99 -1.67
H 1.04 1.17 1.64
H -0.17 2.64 1.81
H -0.69 0.98 2.12

Record 6
14
Properties=species:S:1:pos:R:3 method="wB97M-V/def2-TZVPD" gap_ev=9.53 e_homo_ev=-8.83 e_above_lowest_kj_mol=527.5 mol_weight_da=121.161 lumo_energy_ev=0.705
C -0.03 -0.34 -0.55
C -0.72 -0.01 0.72
C -1.90 0.55 0.59
N 1.41 -0.45 -0.49
O 3.75 0.06 0.29
O 1.69 -1.70 0.19
S 2.46 0.67 0.39
H -0.23 -1.32 -0.93
H -0.22 0.29 -1.51
H -0.52 -0.52 1.69
H -2.62 0.72 1.40
H -2.28 0.83 -0.35
H 2.59 -1.58 0.51
H 2.41 1.52 -0.75

Record 7
14
Properties=species:S:1:pos:R:3 method="wB97M-V/def2-TZVPD" gap_ev="9.10 / 9.20" e_homo_ev="-9.61 / -10.27" e_above_lowest_kj_mol=567.1 mol_weight_da=121.161 lumo_energy_ev="-0.509 / -1.073"
C -2.04 -0.10 0.10
C -0.79 0.30 0.77
C 2.05 -0.34 -0.32
N -2.48 1.24 -0.34
O 1.45 1.66 1.16
O 0.43 1.62 -1.16
S 0.84 0.95 0.06
H -1.89 -0.75 -0.73
H -2.75 -0.59 0.76
H -0.89 0.76 1.69
H 1.43 -1.22 -0.25
H 2.22 -0.07 -1.35
H 3.07 -0.52 0.28
H -1.89 1.44 -1.14

Record 8
14
Properties=species:S:1:pos:R:3 method="wB97M-V/def2-TZVPD" gap_ev="10.10 / 4.89" total_charge=+1 e_homo_ev="-14.38 / -14.38" spin_multiplicity=2 s2=0.75 e_above_lowest_kj_mol=28.4 mol_weight_da=121.161 lumo_energy_ev="-4.282 / -9.488"
C -0.61 0.84 0.10
C 0.13 0.42 -1.20
S -0.65 1.47 -2.48
N -0.03 0.24 1.28
C 0.10 -1.14 1.31
O 1.08 -1.45 2.22
O -0.48 -1.98 0.68
H -0.52 1.92 0.24
H -1.66 0.57 -0.05
H 0.01 -0.64 -1.41
H 1.19 0.72 -1.18
H -0.27 0.76 -3.55
H 0.81 0.67 1.63
H 0.90 -2.40 2.41

Record 9
15
Properties=species:S:1:pos:R:3 method="wB97M-V/def2-TZVPD" gap_ev="5.42 / 5.34" total_charge=+1 e_homo_ev="-13.72 / -13.23" spin_multiplicity=2 s2=1.76 e_above_lowest_kj_mol=339.2 mol_weight_da=153.228 lumo_energy_ev="-8.297 / -7.886"
N 0.39 1.40 1.59
C -0.14 0.98 0.35
C -0.57 -0.53 0.33
O -1.50 -0.77 -0.48
O 0.08 -1.32 1.00
C 0.98 1.15 -0.71
S 1.59 2.82 -0.68
S -0.42 -3.62 -1.11
H -0.27 1.63 2.34
H 1.07 2.18 1.45
H -0.95 1.62 0.00
H -1.11 -2.49 -0.57
H 0.57 0.90 -1.70
H 1.78 0.43 -0.46
H -1.52 -4.37 -1.35

Record 10
14
Properties=species:S:1:pos:R:3 method="wB97M-V/def2-TZVPD" gap_ev=9.34 e_homo_ev=-9.10 e_above_lowest_kj_mol=556.0 mol_weight_da=105.093 lumo_energy_ev=0.246
C -1.26 0.93 0.41
O -0.33 0.08 1.05
N -0.92 -1.96 0.56
O -1.37 -1.98 -0.53
H -1.64 0.50 -0.53
H -2.10 1.04 1.10
H -0.82 1.90 0.18
C 1.26 0.40 -0.88
C 1.02 -0.26 0.46
O 1.90 -0.49 1.25
H 0.29 -1.87 0.54
H 1.26 1.49 -0.77
H 0.48 0.13 -1.59
H 2.23 0.09 -1.25

Record 11
14
Properties=species:S:1:pos:R:3 method="wB97M-V/def2-TZVPD" gap_ev=10.72 e_homo_ev=-10.22 e_above_lowest_kj_mol=159.4 mol_weight_da=105.093 lumo_energy_ev=0.503
C -0.75 -0.02 -0.44
C -1.08 -0.84 0.79
N 0.63 -0.08 -0.95
C 1.73 0.14 -0.01
O 1.42 1.03 0.89
O -0.79 1.40 -0.15
O 2.77 -0.43 -0.19
H 0.36 1.42 0.66
H -0.16 1.56 -1.00
H 0.83 -0.81 -1.61
H -1.43 -0.24 -1.27
H -2.11 -0.63 1.10
H -0.99 -1.90 0.55
H -0.42 -0.61 1.62

Record 12
14
Properties=species:S:1:pos:R:3 method="wB97M-V/def2-TZVPD" gap_ev=10.86 e_homo_ev=-10.11 e_above_lowest_kj_mol=752.3 mol_weight_da=105.093 lumo_energy_ev=0.753
C 2.29 -0.49 1.23
C 0.29 -0.01 -0.42
C -2.07 0.12 0.04
H 2.69 0.49 0.98
H 2.17 -1.01 2.01
H 2.60 -1.30 0.45
H -2.06 -0.22 1.37
H -3.12 -0.25 -0.31
H -2.15 1.31 -0.01
H -0.26 0.80 -2.31
N -0.96 -0.57 -0.93
O 0.78 -0.49 0.70
O 1.01 0.93 -0.98
O -1.22 0.69 -1.81